No. 1
53
Properties=species:S:1:pos:R:3:nbo_charge:R:1 method="wB97M-V/def2-TZVPD" de_lowest_ev=1.004 multiplicity=1 charge=0 e_lumo_ev=0.185 orbital_gap_ev=8.57 homo_energy_ev=-8.38
Au -0.104 -2.115 0.521 0.376
N -1.524 -3.744 7.707 -0.331
C -1.264 -3.622 6.590 0.286
C -1.054 -3.434 5.202 -0.198
C -0.788 -4.488 4.331 -0.170
C -0.541 -4.248 2.991 -0.247
C -0.566 -2.945 2.412 -0.364
C -0.906 -1.914 3.350 -0.258
C -1.096 -2.121 4.741 -0.177
H -0.807 -5.478 4.717 0.218
H -0.311 -5.119 2.364 0.209
H -1.006 -0.882 2.961 0.194
H -1.293 -1.286 5.384 0.223
C -0.350 3.217 -0.723 -0.651
C -0.503 2.085 0.304 -0.230
C -1.916 2.010 0.820 -0.640
C 0.409 2.268 1.482 -0.640
Sb 0.047 0.199 -0.847 1.107
C -1.012 0.243 -2.739 -0.333
C -0.721 -1.186 -3.284 -0.638
C -2.478 0.378 -2.438 -0.639
C -0.506 1.304 -3.720 -0.635
C 2.201 0.449 -1.291 -0.309
C 2.727 1.896 -1.529 -0.634
C 2.885 -0.098 -0.090 -0.650
C 2.520 -0.383 -2.513 -0.642
H -0.478 4.207 -0.230 0.216
H -1.170 3.142 -1.466 0.202
H 0.583 3.205 -1.275 0.218
H -2.123 2.819 1.521 0.215
H -2.110 1.070 1.291 0.219
H -2.550 2.103 -0.050 0.206
H 0.107 3.150 2.025 0.213
H 1.430 2.455 1.206 0.205
H 0.319 1.413 2.097 0.217
H -1.215 -1.914 -2.626 0.222
H 0.306 -1.417 -3.372 0.214
H -1.153 -1.314 -4.290 0.214
H -2.799 -0.352 -1.649 0.221
H -3.086 0.245 -3.321 0.220
H -2.743 1.403 -2.079 0.206
H 0.596 1.320 -3.827 0.207
H -0.812 2.310 -3.391 0.213
H -0.911 1.163 -4.731 0.217
H 2.575 2.552 -0.645 0.214
H 2.277 2.292 -2.467 0.209
H 3.834 1.786 -1.713 0.214
H 2.637 0.458 0.812 0.214
H 3.993 -0.090 -0.197 0.212
H 2.654 -1.105 0.136 0.224
H 1.984 -0.048 -3.418 0.208
H 2.222 -1.443 -2.387 0.215
H 3.588 -0.396 -2.655 0.217

=====

No. 2
57
Properties=species:S:1:pos:R:3:mulliken_spin:R:1 method="wB97M-V/def2-TZVPD" de_lowest_ev=6.735 multiplicity=7 charge=+2 e_lumo_ev="-9.482 / -10.706" orbital_gap_ev="5.03 / 3.00" homo_energy_ev="-14.51 / -13.71"
I 0.242 2.732 -1.639 0.042
I 0.242 -2.726 -1.456 -0.022
Tb 0.242 -0.003 -1.704 6.273
P -2.130 -0.009 -1.929 -0.327
C -3.032 0.057 -0.343 -0.028
C -2.797 1.379 -2.906 -0.021
H -3.849 1.184 -3.141 -0.011
H -3.859 -1.285 -3.038 -0.011
H -2.214 1.459 -3.827 0.003
H -2.229 -1.617 -3.709 0.003
H -2.748 0.969 0.190 0.005
H -2.699 2.310 -2.347 0.001
C -2.807 -1.465 -2.794 -0.019
H -4.114 0.054 -0.508 -0.011
H -2.709 -2.352 -2.167 0.000
H -2.753 -0.809 0.263 0.002
P 2.615 0.004 -1.930 -0.384
C 3.516 0.081 -0.344 -0.021
C 3.301 -1.448 -2.793 -0.022
H 2.684 1.477 -3.825 0.000
H 4.324 1.202 -3.151 -0.011
H 3.179 2.325 -2.346 0.002
C 3.273 1.395 -2.909 -0.017
H 2.730 -1.600 -3.712 0.001
H 4.354 -1.266 -3.029 -0.012
H 4.598 0.084 -0.509 -0.012
H 3.243 -0.786 0.265 0.004
H 3.201 -2.337 -2.169 0.002
H 3.225 0.992 0.186 0.001
Cl 0.240 -0.096 -4.112 -0.077
C 1.475 0.237 2.740 0.074
P 0.465 0.091 1.208 -0.053
C 0.042 -1.624 1.685 0.120
C -1.229 -1.979 2.174 0.002
C -1.502 -3.290 2.578 0.019
C -0.508 -4.265 2.515 0.089
C 0.763 -3.930 2.052 -0.021
C 1.038 -2.621 1.645 0.077
C -0.358 1.653 1.688 0.173
C 0.326 2.874 1.533 0.106
C -0.249 4.080 1.948 -0.027
C -1.509 4.084 2.545 0.094
C -2.187 2.882 2.739 0.075
C -1.613 1.677 2.326 -0.045
H 2.248 -0.554 2.791 -0.003
H 0.829 0.168 3.643 -0.002
H 2.025 1.201 2.764 -0.003
H -2.022 -1.270 2.261 -0.003
H -2.486 -3.546 2.949 0.000
H -0.721 -5.278 2.833 0.000
H 1.539 -4.684 2.010 0.000
H 2.034 -2.391 1.298 -0.002
H 1.315 2.891 1.093 -0.001
H 0.288 5.010 1.813 0.000
H -1.953 5.016 2.870 -0.001
H -3.157 2.882 3.219 0.001
H -2.166 0.781 2.515 -0.003